(1)
Molecular formula: C2H14N2O4
Method: DFT, ωB97M-V/def2-TZVPD

ORCA input file:
```
! RIJCOSX wB97M-V def2-TZVPD def2/J DEFGRID3
* xyz 1 2
C -0.434 1.728 1.211
N 0.438 1.191 0.194
C 1.823 1.587 0.361
N 2.717 1.060 -0.426
H -0.634 0.978 2.072
H -0.251 2.679 1.505
H -1.476 1.819 0.721
H 0.249 0.340 -0.094
H 1.955 2.312 1.141
H 3.698 1.463 -0.392
H -2.142 -0.844 1.137
H -3.521 -1.307 1.205
O -2.896 -0.959 1.824
H 1.090 0.258 -1.759
H 2.022 -0.623 -2.444
O 1.077 -0.484 -2.306
H -0.160 -1.793 -2.167
H -1.499 -1.412 -2.468
O -1.108 -1.855 -1.738
H -0.815 -1.958 0.198
H 0.250 -2.451 1.207
O -0.383 -1.729 1.017
*
```

Output
Energy above the lowest of the compared OMol25 structures with the same formula, charge and spin = 247.87 kJ/mol
HOMO-LUMO gap (spin up / spin down) = 9.522 / 5.126 eV
E_HOMO (spin up / spin down) = -13.93 / -13.92 eV

***

(2)
Molecular formula: C2H14N4O5
Method: DFT, ωB97M-V/def2-TZVPD

ORCA input file:
```
! RIJCOSX wB97M-V def2-TZVPD def2/J DEFGRID3
* xyz 0 1
O 3.313 -2.033 0.030
H 3.694 -1.503 -0.677
H 2.387 -1.752 0.071
O 1.989 1.074 0.417
H 1.686 0.151 0.275
H 1.599 1.549 -0.316
O -0.370 2.368 -1.727
H 0.072 3.151 -1.372
H -1.011 2.721 -2.357
C -0.363 -1.353 -1.213
O 0.666 -1.027 -0.616
N -0.751 -2.636 -1.355
N -1.184 -0.470 -1.866
H -0.289 -3.356 -0.827
H -1.390 -2.969 -2.050
H -0.917 0.511 -1.848
H -2.073 -0.733 -2.239
C -1.159 0.591 2.606
O -1.874 0.275 3.566
N -1.647 0.633 1.351
N 0.112 1.041 2.769
H -1.180 1.026 0.553
H -2.641 0.556 1.237
H 0.689 1.347 1.989
H 0.640 0.837 3.596
*
```

Output
Energy above the lowest of the compared OMol25 structures with the same formula, charge and spin = 3.18 kJ/mol
HOMO-LUMO gap = 9.090 eV
E_HOMO = -9.27 eV

***

(3)
Molecular formula: C2H14NO3
Method: DFT, ωB97M-V/def2-TZVPD

ORCA input file:
```
! RIJCOSX wB97M-V def2-TZVPD def2/J DEFGRID3
* xyz 1 1
C 1.282 0.013 -1.247
N 0.133 0.896 -1.132
C 0.091 1.743 -0.024
H 1.095 -0.739 -2.066
H 1.565 -0.446 -0.281
H 2.042 0.623 -1.761
H -0.037 1.407 -1.990
H -0.546 0.145 -0.762
H 1.176 2.012 0.359
H -0.291 2.854 -0.247
H -0.544 1.405 0.767
H -1.464 -1.699 -0.422
H -2.927 -1.167 -1.036
O -1.937 -0.949 -1.013
H -0.176 -2.290 -0.401
H -0.736 -2.049 1.160
O -0.355 -1.779 0.388
H 0.927 -0.080 2.588
H -0.082 -0.168 3.665
O 0.784 0.268 3.454
*
```

Output
Energy above the lowest of the compared OMol25 structures with the same formula, charge and spin = 367.41 kJ/mol
HOMO-LUMO gap = 11.351 eV
E_HOMO = -14.78 eV

***

(4)
Molecular formula: C2H14O4S
Method: DFT, ωB97M-V/def2-TZVPD

ORCA input file:
```
! RIJCOSX wB97M-V def2-TZVPD def2/J DEFGRID3
* xyz 0 1
C -0.143 -2.068 1.684
C 0.233 -0.435 1.769
S 2.189 -0.438 1.906
H -0.918 -2.351 0.986
H -0.428 -2.418 2.789
H 0.824 -2.561 1.355
H -0.113 0.188 0.820
H -0.063 -0.014 2.721
H 2.115 0.797 2.607
H -1.915 2.174 1.040
H -1.865 1.836 -0.475
O -1.408 2.463 0.186
H 0.451 -0.949 -3.114
H 1.034 -0.150 -1.986
O 0.452 -1.000 -2.202
H -2.540 -0.465 -1.460
H -1.382 0.222 -2.201
O -2.290 0.387 -1.861
H 2.255 1.892 -2.132
H 1.752 1.607 -0.757
O 1.760 1.281 -1.675
*
```

Output
Energy above the lowest of the compared OMol25 structures with the same formula, charge and spin = 178.00 kJ/mol
HOMO-LUMO gap = 9.540 eV
E_HOMO = -9.15 eV

***

(5)
Molecular formula: C2H14O5
Method: DFT, ωB97M-V/def2-TZVPD

ORCA input file:
```
! RIJCOSX wB97M-V def2-TZVPD def2/J DEFGRID3
* xyz 0 1
C -0.183 0.614 3.067
C -1.319 0.737 3.736
H 0.726 1.146 3.316
H -0.223 0.187 2.072
H -1.410 1.283 4.667
H -2.255 0.392 3.313
H 1.617 -1.133 -0.347
H 1.405 -2.327 0.690
O 1.104 -1.926 -0.110
H 1.536 0.438 -2.074
H 2.705 1.010 -1.317
O 1.956 0.405 -1.168
H -0.793 2.542 -0.278
H -0.348 1.168 -0.502
O -1.002 1.797 -0.836
H -0.079 0.586 -3.582
H -0.242 -0.797 -2.873
O 0.378 -0.232 -3.382
H -0.577 -1.886 -0.979
H -1.745 -2.409 -1.808
O -1.250 -1.597 -1.605
*
```

Output
Energy above the lowest of the compared OMol25 structures with the same formula, charge and spin = 82.42 kJ/mol
HOMO-LUMO gap = 10.761 eV
E_HOMO = -10.24 eV

***

(6)
Molecular formula: C2H14O5
Method: DFT, ωB97M-V/def2-TZVPD

ORCA input file:
```
! RIJCOSX wB97M-V def2-TZVPD def2/J DEFGRID3
* xyz 0 1
C 0.021 -3.600 0.353
C -1.239 -3.746 0.914
H 0.465 -2.571 0.531
H 0.757 -4.197 -0.129
H -1.615 -3.104 1.730
H -2.075 -4.268 0.614
H -0.448 0.726 -2.686
H -1.333 1.924 -3.240
O -0.453 1.742 -2.803
H -1.040 -0.583 0.662
H -2.110 -1.387 -0.162
O -1.882 -0.541 0.258
H 0.900 -0.643 0.342
H 0.977 0.417 1.412
O 0.548 -0.445 1.302
H 0.652 2.860 1.745
H 1.455 2.272 0.592
O 1.379 2.265 1.578
H 0.752 2.542 -1.663
H 1.694 3.713 -1.378
O 1.443 2.776 -1.080
*
```

Output
Energy above the lowest of the compared OMol25 structures with the same formula, charge and spin = 241.21 kJ/mol
HOMO-LUMO gap = 9.651 eV
E_HOMO = -9.42 eV

***

(7)
Molecular formula: C2H14O6
Method: DFT, ωB97M-V/def2-TZVPD

ORCA input file:
```
! RIJCOSX wB97M-V def2-TZVPD def2/J DEFGRID3
* xyz 0 1
O 0.251 -0.615 -2.922
C 0.611 -1.325 -2.009
C 0.245 -1.084 -0.598
H 1.253 -2.190 -2.240
H -0.290 -0.175 -0.369
H 1.147 -1.025 0.033
H -0.190 -1.937 -0.085
H 2.924 0.994 -1.098
H 2.838 2.063 0.012
O 2.830 1.119 -0.149
H -2.030 2.047 1.279
H -2.725 0.640 1.142
O -2.577 1.486 0.726
H 0.274 -0.280 3.142
H 1.815 -0.543 2.978
O 1.127 0.119 2.971
H -2.526 -2.376 1.969
H -1.114 -2.589 1.694
O -1.684 -1.949 2.132
H -0.594 1.081 -2.004
H -1.475 1.921 -1.155
O -0.586 1.895 -1.481
*
```

Output
Energy above the lowest of the compared OMol25 structures with the same formula, charge and spin = 50.84 kJ/mol
HOMO-LUMO gap = 10.317 eV
E_HOMO = -10.19 eV

***

(8)
Molecular formula: C2H14Si4
Method: DFT, ωB97M-V/def2-TZVPD

ORCA input file:
```
! RIJCOSX wB97M-V def2-TZVPD def2/J DEFGRID3
* xyz 0 1
C 0.833 -2.395 -0.027
C -0.961 2.220 -0.061
Si 2.986 0.593 -0.357
Si -2.778 -0.270 1.438
Si 1.059 -0.640 -0.826
Si -0.861 0.311 0.066
H 1.099 -2.183 0.933
H -0.260 -2.535 -0.029
H 1.368 -3.272 -0.464
H -1.998 2.468 -0.132
H -0.565 2.813 0.732
H -0.411 2.512 -0.948
H 4.249 -0.229 -0.864
H 3.174 1.335 0.931
H 2.847 1.817 -1.143
H -2.833 0.803 2.419
H -4.148 -0.525 0.724
H -2.625 -1.665 1.890
H 1.321 -0.889 -2.157
H -1.496 -0.267 -2.123
*
```

Output
Energy above the lowest of the compared OMol25 structures with the same formula, charge and spin = 206.72 kJ/mol
HOMO-LUMO gap = 7.697 eV
E_HOMO = -8.33 eV

***

(9)
Molecular formula: C2H15NO4
Method: DFT, ωB97M-V/def2-TZVPD

ORCA input file:
```
! RIJCOSX wB97M-V def2-TZVPD def2/J DEFGRID3
* xyz 0 1
C 2.662 1.474 -0.114
C 2.363 0.425 -1.180
N 0.966 0.167 -1.461
H 2.167 2.442 -0.188
H 3.732 1.731 -0.233
H 2.672 1.125 0.928
H 2.823 -0.492 -0.800
H 2.946 0.559 -2.109
H 0.779 -0.640 -2.024
H 0.414 0.956 -1.768
H -1.248 -1.717 3.270
H -1.504 -2.002 1.760
O -1.590 -2.362 2.639
H -2.753 0.959 1.491
H -4.039 1.516 0.759
O -3.545 0.749 0.990
H -2.825 -0.850 -0.896
H -2.363 -1.994 -1.938
O -2.300 -1.091 -1.665
H 0.568 -0.805 1.359
H 0.217 0.092 0.155
O -0.141 -0.243 1.026
*
```

Output
Energy above the lowest of the compared OMol25 structures with the same formula, charge and spin = 88.41 kJ/mol
HOMO-LUMO gap = 10.242 eV
E_HOMO = -9.54 eV

***

Question: Look up the energy above the lowest of the compared OMol25 structures with the same formula, charge and spin of the eighth one.
Answer: 206.72 kJ/mol

***

Question: Look up the energy above the lowest of the compared OMol25 structures with the same formula, charge and spin of the fourth one.
Answer: 178.00 kJ/mol